Formula: C12H8MgN3O4SSe
Source: OMol25
Level of theory: ωB97M-V/def2-TZVPD

Summary:
HOMO-LUMO gap: 0.2701 Eh
Highest occupied orbital energy: -4.958 eV
LUMO level: 2.393 eV
Charge: -1

```
30
Properties=species:S:1:pos:R:3:forces:R:3
Mg -0.9401 -1.1470 0.8452 0.200 -0.262 -0.019
O -5.5229 1.6197 -1.0873 -0.036 -0.199 0.032
C -4.7430 1.3707 -2.1185 -0.049 -0.069 0.025
O -5.0739 1.6032 -3.2589 0.036 0.046 -0.023
C -3.4058 0.7738 -1.8354 0.096 0.105 -0.081
C -2.5102 0.4550 -2.8355 -0.114 -0.039 0.061
N -1.4212 -0.0529 -2.2438 0.111 0.086 0.022
N -1.5329 -0.0616 -0.9134 -0.244 -0.095 0.028
C -2.7369 0.4260 -0.6415 -0.035 -0.005 -0.154
C -3.1704 0.4662 0.8070 -0.066 0.150 0.021
O -4.2396 1.0284 1.0695 -0.124 -0.130 -0.032
O -2.3783 -0.0798 1.6221 -0.062 0.116 0.066
H -5.1003 1.3149 -0.2188 0.107 0.344 -0.005
H -2.6022 0.5614 -3.9013 -0.007 -0.008 -0.039
H -0.5777 -0.3971 -2.6710 -0.027 0.012 0.017
S 3.3721 0.3294 2.2142 0.011 0.012 0.012
C 1.9403 -0.2260 1.7076 0.028 -0.057 -0.067
N 0.9101 -0.6361 1.3248 0.071 0.030 0.143
Se -1.7282 -3.4150 0.0739 0.071 0.013 -0.083
C -1.5853 -4.3675 1.7241 -0.046 -0.045 -0.037
C -0.5669 -4.1213 2.6410 0.183 0.077 0.040
C -0.4964 -4.8245 3.8343 -0.011 -0.033 0.044
C -1.4353 -5.8012 4.1322 0.001 0.005 -0.009
C -2.4464 -6.0644 3.2174 0.009 -0.020 0.047
C -2.5220 -5.3552 2.0300 -0.026 0.017 -0.034
H 0.2003 -3.3839 2.4202 -0.072 -0.030 -0.013
H 0.3031 -4.6058 4.5313 0.009 -0.003 0.012
H -1.3798 -6.3501 5.0631 0.000 -0.012 0.019
H -3.1883 -6.8241 3.4321 -0.008 -0.013 0.008
H -3.3197 -5.5587 1.3270 -0.005 0.006 -0.003
```
Forces are in eV/Å.

Atomic partial charges in e from the Löwdin method, atoms 1 to 6: Mg 0.42; O 0.12; C -0.51; O 0.08; C -0.04; C 0.01

***

Formula: C12H8N2OS
Source: OMol25
Level of theory: ωB97M-V/def2-TZVPD

Summary:
HOMO-LUMO gap: 0.3288 Eh
SMILES: O=c1nc[nH]c2scc(-c3ccccc3)c12
Highest occupied orbital energy: -8.779 eV
LUMO level: 0.168 eV

```
24
Properties=species:S:1:pos:R:3:forces:R:3
O -0.6331 1.1505 -1.7179 0.157 -0.196 2.703
C 0.5860 1.0676 -1.5649 -3.083 -1.567 -2.204
N 1.1593 1.4621 -2.7855 2.987 0.902 0.402
C 2.4234 1.2678 -2.9280 -2.032 0.098 -1.279
N 3.2085 0.6384 -2.0370 2.293 -2.101 0.806
C 2.6823 0.0845 -0.8459 -2.104 -1.020 0.623
S 3.3950 -1.0739 0.3152 -1.724 0.906 0.502
C 1.8073 -1.1473 1.2599 -0.525 1.208 -1.351
C 0.7859 -0.4344 0.6668 1.477 -0.331 -0.862
C -0.6750 -0.3984 1.1239 0.605 -0.041 -0.534
C -1.2588 0.8432 1.3812 0.241 2.000 -1.546
C -2.6668 0.9675 1.4603 -0.329 -0.491 0.655
C -3.4678 -0.2320 1.5327 1.039 0.027 -0.518
C -2.8622 -1.4917 1.3296 0.818 0.730 -0.318
C -1.4730 -1.5547 1.0712 -0.911 1.676 1.038
C 1.3195 0.2186 -0.5609 0.216 1.686 -0.348
H 2.8567 1.4789 -3.9249 0.096 -0.038 0.814
H 3.9172 0.0835 -2.5508 -0.196 0.600 1.116
H 1.6021 -1.5438 2.2522 0.976 -0.503 -0.290
H -0.5615 1.7956 1.2017 -1.841 -2.116 0.727
H -3.1311 2.0000 1.4701 0.539 -1.516 0.172
H -4.5535 -0.2743 1.6680 0.412 0.664 -0.080
H -3.4466 -2.4265 1.2556 0.261 0.750 0.275
H -1.0139 -2.4814 0.9274 0.630 -1.325 -0.503
```
Forces are in eV/Å.

Atomic partial charges in e from the Löwdin method, atoms 1 to 6: O 0.05; C -0.39; N 0.13; C -0.20; N 0.04; C -0.45

***

Formula: C12H90BO33
Source: OMol25
Level of theory: ωB97M-V/def2-TZVPD

Summary:
HOMO-LUMO gap: 0.1911 Eh
Highest occupied orbital energy: -3.828 eV
LUMO level: 1.371 eV
Charge: -1

```
136
Properties=species:S:1:pos:R:3:forces:R:3
C -2.0951 0.6604 0.8655 0.168 -0.292 0.286
O -1.5332 -0.6504 0.8113 -0.515 0.373 -0.055
C -2.0079 -1.2319 -0.4286 0.080 -0.439 0.182
C -0.9418 -2.0538 -1.1146 -0.114 0.535 0.619
C 0.2723 -1.1853 -1.4449 0.068 -0.813 -0.706
C 1.5769 -1.9842 -1.4422 0.040 0.456 0.469
B 2.9787 -1.1120 -1.6233 -0.198 -0.494 -0.676
C 2.7920 0.3824 -2.3583 0.939 -0.269 0.553
C 3.0368 1.4852 -1.3069 -0.472 0.414 -0.584
C 1.7524 2.2785 -1.0441 0.765 0.261 0.474
C 1.6360 2.8177 0.3839 -0.555 -0.125 -0.093
C 1.9191 1.6819 1.3638 -0.239 -0.201 -0.288
C 1.2177 1.7435 2.6963 0.426 0.776 0.007
O 1.8871 0.9672 3.7000 -0.317 -0.101 0.238
C 1.6894 -0.4255 3.4984 0.211 -0.287 -0.188
H -1.6234 1.3033 0.1266 -0.080 0.183 -0.179
H -3.1673 0.5699 0.6747 -0.179 0.347 -0.049
H -1.9729 1.1123 1.8500 0.189 -0.188 0.162
H -2.8892 -1.8365 -0.1800 -0.184 0.054 -0.056
H -2.3047 -0.4077 -1.0725 -0.092 0.013 -0.283
H -0.6565 -2.8770 -0.4586 0.216 -0.102 0.082
H -1.3716 -2.4913 -2.0139 -0.044 -0.106 -0.042
H 0.3016 -0.3109 -0.7975 0.139 -0.042 0.214
H 0.1031 -0.8172 -2.4596 0.047 0.348 -0.064
H 1.6311 -2.4776 -0.4646 0.000 -0.172 0.146
H 1.4658 -2.8050 -2.1564 0.009 -0.023 -0.252
H 3.5252 -0.9977 -0.5301 -0.221 0.299 0.130
H 3.7475 -1.7967 -2.2943 0.095 -0.017 0.133
H 1.8422 0.5456 -2.8773 -0.139 0.052 0.033
H 3.5625 0.4887 -3.1235 0.064 -0.136 -0.222
H 3.8272 2.1768 -1.6138 0.043 0.181 -0.075
H 3.3996 1.0107 -0.4094 0.088 -0.125 0.179
H 1.7396 3.1206 -1.7283 -0.521 -0.012 -0.296
H 0.9132 1.6046 -1.2050 -0.206 0.165 -0.209
H 0.6051 3.1638 0.5179 -0.149 0.128 0.091
H 2.2734 3.6911 0.5290 0.230 -0.038 0.198
H 2.9906 1.6003 1.5045 0.177 -0.128 0.254
H 1.5872 0.7750 0.8612 0.228 -0.273 -0.071
H 0.1780 1.4255 2.6083 -0.146 -0.135 0.023
H 1.2144 2.7747 3.0523 0.025 0.076 0.264
H 2.2724 -0.9478 4.2445 0.082 -0.141 0.091
H 2.0144 -0.7545 2.5139 0.024 0.086 -0.184
H 0.6493 -0.7260 3.6446 -0.209 0.162 -0.058
O 3.3242 -2.0812 -4.7645 0.170 0.000 -0.340
H 2.6278 -1.5678 -5.1888 0.051 -0.045 0.132
H 3.9273 -2.2918 -5.4867 -0.139 -0.029 0.023
O -5.0313 -0.1758 -1.6145 -0.140 0.065 0.133
H -4.7694 -1.0570 -1.9089 0.130 0.146 0.021
H -4.9430 -0.2356 -0.6524 -0.106 -0.327 -0.086
O 2.3593 -0.1417 6.3769 0.182 0.205 0.109
H 2.6456 0.3609 7.1471 -0.017 -0.065 -0.054
H 2.4874 0.4521 5.6212 -0.222 0.033 0.140
O -1.5749 1.6658 4.9033 0.060 -0.080 -0.142
H -1.2757 2.4845 5.3170 -0.013 0.053 0.052
H -0.7562 1.2082 4.6784 0.072 0.067 0.024
O -2.8974 -3.9588 -3.2644 0.139 -0.088 0.081
H -3.4520 -4.7355 -3.1201 -0.032 0.136 -0.087
H -3.3468 -3.5013 -3.9854 -0.018 -0.160 0.068
O 0.1922 4.2601 6.0134 0.099 0.013 -0.021
H 0.4935 5.0787 6.4273 -0.035 -0.074 0.028
H 1.0077 3.8003 5.7775 -0.066 0.053 -0.071
O -0.3325 -5.5538 -4.2748 -0.188 -0.285 -0.283
H -0.5367 -6.2823 -3.6739 0.228 0.193 0.220
H -1.0622 -4.9373 -4.1330 0.049 0.151 0.151
O -5.9022 -2.0165 0.3728 -0.152 0.122 0.098
H -6.6325 -1.7284 -0.1883 0.057 -0.022 0.049
H -6.2290 -1.9084 1.2741 0.091 -0.067 -0.030
O 0.0306 7.1814 5.0275 -0.216 -0.108 -0.023
H -0.3861 6.3166 4.9184 0.103 0.024 -0.077
H -0.4897 7.7706 4.4697 0.106 -0.017 0.074
O -2.8039 -1.4259 3.4589 0.088 0.199 0.320
H -2.3831 -0.7508 4.0065 0.036 0.060 -0.103
H -2.6300 -1.1214 2.5561 0.196 -0.225 -0.278
O 5.5693 -2.4362 0.0678 0.345 -0.199 0.370
H 5.8640 -3.2948 -0.2578 0.041 -0.004 -0.058
H 5.6287 -2.5043 1.0294 -0.067 0.061 -0.140
O -3.8657 2.5212 -1.4866 -0.317 -0.003 0.203
H -4.3431 1.7013 -1.2698 0.381 0.216 -0.443
H -4.3427 2.8703 -2.2504 -0.068 0.033 -0.017
O 6.7126 -4.5458 -1.9630 -0.084 -0.094 0.129
H 7.3414 -4.9078 -2.5967 -0.143 0.131 -0.009
H 6.1474 -3.9680 -2.4934 0.005 -0.018 0.066
O -4.8142 -4.7987 -5.1509 -0.038 0.083 -0.324
H -4.1990 -5.2367 -5.7524 -0.029 -0.006 0.092
H -5.3539 -4.2423 -5.7248 -0.022 -0.090 0.080
O -2.5392 4.2912 0.6890 -0.020 0.089 0.227
H -2.2309 4.3267 1.6016 -0.037 -0.053 -0.090
H -3.3790 3.8169 0.7202 0.125 -0.054 -0.213
O 1.1355 5.7420 -1.5719 -0.116 0.379 -0.046
H 0.3857 6.0203 -2.1152 -0.109 -0.404 0.096
H 0.7603 5.6385 -0.6899 0.079 -0.111 -0.094
O -2.3216 -4.7282 0.6009 -0.171 0.069 -0.111
H -1.8968 -4.0794 1.1757 -0.005 -0.099 -0.019
H -2.1646 -4.3737 -0.2843 0.017 0.289 0.162
O -5.3033 -0.2303 4.5785 -0.304 0.635 -0.295
H -4.9842 -1.1389 4.5475 -0.417 0.289 -0.014
H -4.5038 0.2970 4.7158 -0.162 -0.207 -0.041
O 1.6088 7.6811 -3.7510 -0.118 0.245 0.195
H 1.7498 7.0577 -3.0259 0.128 0.011 -0.002
H 2.4893 8.0392 -3.9071 -0.088 -0.262 -0.153
O -6.9898 2.1231 3.8257 0.059 0.043 -0.116
H -6.6435 1.2192 3.8174 0.074 -0.020 0.181
H -6.2085 2.6748 3.9386 -0.096 -0.070 -0.008
O -3.2015 -0.5832 6.4113 4.825 8.914 2.279
H -3.8339 -0.7134 7.1284 -0.025 2.474 0.912
H -2.6402 -1.3678 6.4374 2.454 1.175 -0.130
O -5.0459 4.6445 -3.5700 0.142 0.112 0.001
H -4.6943 5.3820 -3.0561 -0.057 -0.089 0.015
H -4.9107 4.9022 -4.4891 -0.027 -0.086 0.072
O 4.2267 6.7488 -4.6110 0.375 0.138 -0.088
H 4.5374 5.8536 -4.7899 -0.155 0.028 0.088
H 5.0287 7.2837 -4.5921 -0.038 -0.115 0.001
O 5.1626 -2.0746 4.1107 -0.082 -0.093 0.140
H 5.0048 -2.9716 4.4265 0.016 0.091 -0.068
H 4.3374 -1.6098 4.2929 0.112 -0.013 -0.082
O 1.1497 -6.8658 -6.7103 0.051 0.056 0.000
H 0.8413 -6.5892 -5.8362 -0.115 0.108 -0.055
H 1.4318 -6.0495 -7.1391 -0.040 -0.081 0.020
O -4.0554 -2.2899 5.9868 -3.303 -7.611 -1.950
H -3.6695 -1.6492 6.5951 -3.496 -5.005 -1.280
H -3.7995 -1.9872 5.1033 0.246 -0.728 0.450
O 8.1113 -3.6310 -4.1780 0.285 0.119 -0.228
H 8.4729 -2.9873 -3.5570 -0.170 -0.032 0.008
H 8.2300 -3.2352 -5.0483 -0.046 -0.042 0.093
O 1.4842 -3.3739 -6.7914 -0.301 -0.231 -0.179
H 1.3527 -4.0539 -6.1167 0.132 0.274 0.182
H 0.7328 -2.7819 -6.6743 0.081 -0.070 0.011
O -0.7166 -6.3345 -1.2231 -0.137 -0.293 -0.342
H -0.3888 -6.8767 -0.4971 -0.004 0.151 -0.038
H -1.5956 -6.0632 -0.9351 0.229 -0.134 0.233
O 4.5434 2.4507 4.4776 -0.135 0.048 0.296
H 4.8494 2.1084 5.3248 0.043 -0.015 -0.144
H 3.7293 1.9643 4.2897 -0.019 -0.100 -0.246
O -1.5019 4.1776 -3.0154 -0.279 0.218 0.009
H -2.1941 3.7990 -2.4536 0.226 -0.134 0.089
H -1.9868 4.6401 -3.7071 0.080 -0.096 -0.002
```
Forces are in eV/Å.

Atomic partial charges in e from the Löwdin method, atoms 1 to 6: C -0.11; O -0.21; C -0.23; C -0.19; C -0.24; C -0.21

***

Question: The lowest HOMO-LUMO gap belongs to which entry?
Answer: C12H90BO33